Entry 1:
Density functional theory data (ωB97M-V with the def2-TZVPD basis set) for C8H5CoN2O5 as an isolated structure in a non-equilibrium geometry.

The value obtained for the strongest force on any atom is 0.17372 Eh/bohr. Its multiplicity is 5. The energy is -59195.155 eV. The calculation puts the HOMO energy (alpha / beta) at -14.428 / -18.687 eV. The value obtained for the energy relative to the best compared isomer or geometry (same formula, charge and spin) is 1.625 eV. As for the charge: +2. The calculation puts the LUMO energy (alpha / beta) at -8.0396 / -12.5655 eV.

Atoms and positions in Å:
H 1.834 1.121 3.752
H -0.108 -1.837 1.574
O -0.594 2.723 -0.692
O -0.468 -2.562 -0.330
H -2.738 -0.165 -2.248
C 0.908 -0.712 3.045
O 0.190 0.014 -4.763
C -2.277 -0.125 -1.184
N 0.260 -0.934 1.876
H 1.129 2.176 1.441
C 1.127 -0.071 -2.137
C -0.459 -1.484 -0.776
C -0.499 -0.011 -3.846
Co -0.463 -0.010 -1.583
C -0.623 1.620 -1.056
H 1.061 -1.423 3.853
O -2.964 -0.133 -0.191
O 2.202 -0.109 -2.535
C 0.910 1.137 1.748
C 1.306 0.609 2.989
N 0.266 0.176 1.064

Results of the natural (NBO) charge analysis, in e, for atoms 1 through 2: H 0.2783; H 0.4747

Entry 2:
Density functional theory data (ωB97M-V with the def2-TZVPD basis set) for C30H24BrFeN3O6 as an isolated structure in a non-equilibrium geometry.

The value obtained for the strongest force on any atom is 0.05122 Eh/bohr. Its multiplicity is 6. The energy is -152689.484 eV. The calculation puts the HOMO energy (alpha / beta) at -4.497 / -4.531 eV. The value obtained for the energy relative to the best compared isomer or geometry (same formula, charge and spin) is 0.000 eV. As for the charge: -1. The calculation puts the LUMO energy (alpha / beta) at 2.4802 / 1.6900 eV.

Atoms and positions in Å:
C 0.100 2.492 -4.026
C 1.923 -1.598 -2.499
C -2.317 -3.278 5.894
C 1.651 2.750 1.493
Fe -0.643 0.693 -1.370
C -1.114 -1.672 4.369
Br 1.938 2.147 -3.714
H -2.800 -4.462 3.486
C -1.736 -3.188 2.124
C 2.207 -0.950 -1.272
N 2.073 0.807 0.121
O -2.512 1.484 -1.192
H 0.471 3.238 -6.000
H 3.665 -2.841 -2.310
H 1.024 -0.156 2.352
C 0.805 -1.231 -3.329
H 1.510 -3.258 -5.989
H -2.716 -4.850 1.157
H -1.956 3.694 -6.396
H 2.226 4.859 4.686
C 2.559 2.320 2.461
H -0.126 -1.578 -5.233
C -0.655 -1.262 3.123
C 1.620 -2.797 -5.014
C 0.963 3.947 1.673
C 1.335 1.909 0.297
O 0.598 -2.375 0.253
C -0.274 3.032 -5.244
C -0.944 -2.047 2.007
C -2.520 3.052 -4.427
H -0.471 0.761 2.438
C 2.831 -2.581 -2.954
C -2.187 -3.567 3.387
C -3.002 2.275 -2.059
H 0.642 5.643 2.954
C -1.865 -2.834 4.522
H -3.578 3.254 -4.512
C -2.052 2.532 -3.235
H 3.424 -3.905 -4.515
C 2.766 3.081 3.605
H 0.255 4.253 0.913
C 2.703 -3.170 -4.180
H 0.433 0.426 3.926
H -1.487 -3.245 6.603
H 3.079 1.383 2.306
C -1.620 3.293 -5.447
C 1.178 4.710 2.815
O -4.083 2.853 -2.068
O -0.907 -0.701 0.065
H 3.467 2.741 4.361
C 0.131 0.013 2.962
H -0.878 -1.077 5.250
O 0.395 2.260 -0.472
N -0.752 2.230 -3.041
H -1.193 -4.338 0.393
O -0.085 -0.386 -2.994
C 0.710 -1.865 -4.605
C 2.071 4.272 3.787
N 1.622 0.159 -0.939
C -2.096 -3.989 0.897
C -0.345 -1.694 0.663
H -3.105 -2.626 6.280
H -2.646 -3.369 0.185
H 2.992 -1.368 -0.638
H -2.703 -4.298 5.868

Results of the natural (NBO) charge analysis, in e, for atoms 1 through 2: C 0.1892; C -0.1969

Entry 3:
Density functional theory data (ωB97M-V with the def2-TZVPD basis set) for a 2-piece molecular cluster, CH3O4 overall in a non-equilibrium geometry.

The value obtained for the strongest force on any atom is 0.07745 Eh/bohr. The energy is -9258.506 eV. The calculation puts the HOMO energy (alpha / beta) at -17.056 / -17.049 eV. The value obtained for the energy relative to the best compared isomer or geometry (same formula, charge and spin) is 6.316 eV. As for the charge: +1. The calculation puts the LUMO energy (alpha / beta) at -7.3625 / -7.3390 eV.

Atoms and positions in Å:
H 1.047 1.020 -1.073
H 1.420 -0.153 1.407
H 1.146 -0.952 -0.671
O 1.400 0.503 0.776
C 1.055 0.160 -0.353
O -2.707 -0.141 -0.888
O -1.062 -0.194 0.540
O -2.299 -0.244 0.263

Results of the natural (NBO) charge analysis, in e, for atoms 1 through 2: H 0.2410; H 0.5314

Entry 4:
Density functional theory data (ωB97M-V with the def2-TZVPD basis set) for one molecule with the formula C11H11NO3 in a non-equilibrium geometry.

The value obtained for the strongest force on any atom is 0.07918 Eh/bohr. Its SMILES is O=C1CCC[C@@]23C=CC=C[C@@H]2[C@@]13[N+](=O)[O-]. The energy is -19211.876 eV. The calculation puts the HOMO energy at -8.732 eV. The value obtained for the energy relative to the best compared isomer or geometry (same formula, charge and spin) is 6.609 eV. The calculation puts the LUMO energy at -0.2655 eV.

Atoms and positions in Å:
C 0.888 0.591 -1.584
H -0.726 -2.168 -2.681
C 0.347 0.411 -0.058
C -1.203 0.340 0.309
H -0.914 1.953 3.463
H 1.924 0.182 -1.671
O -0.480 -3.184 -0.195
C -1.531 0.894 1.590
C -0.677 1.494 2.451
O -0.688 -2.001 2.288
C 0.683 1.850 1.989
O 1.211 -0.992 2.235
H 1.282 2.606 2.477
N 0.173 -1.335 1.749
H 1.091 -2.017 -2.318
H -2.642 0.882 1.781
H -1.992 0.531 -0.410
H 0.393 -0.347 -3.441
C 0.014 -0.937 0.360
H 0.941 1.653 -1.903
C 1.148 1.374 0.803
H -1.018 0.333 -2.569
C -0.256 -2.026 -0.583
C -0.062 -0.202 -2.439
C -0.004 -1.701 -2.078
H 2.099 1.816 0.436

Results of the natural (NBO) charge analysis, in e, for atoms 1 through 2: C -0.3745; H 0.2397

Entry 5:
Density functional theory data (ωB97M-V with the def2-TZVPD basis set) for C4H8O2 as an isolated structure.

The value obtained for the strongest force on any atom is 0.01024 Eh/bohr. The energy is -8365.966 eV. The calculation puts the HOMO energy at -7.376 eV. The value obtained for the energy relative to the best compared isomer or geometry (same formula, charge and spin) is 7.316 eV. The calculation puts the LUMO energy at 0.5396 eV.

Atoms and positions in Å:
O 2.091 1.068 0.419
C -1.015 0.688 -0.888
H 1.740 -0.985 0.567
H -1.748 -0.443 1.773
H -0.751 0.702 -1.953
C 1.435 -0.110 -0.031
H 1.734 -0.318 -1.077
C -1.077 -0.930 0.257
O -1.945 -0.434 -0.620
H -1.110 -1.973 0.568
C -0.038 0.063 0.095
H -0.833 0.041 1.321
H 3.021 1.002 0.167
H -1.503 1.627 -0.599

Results of the natural (NBO) charge analysis, in e, for atoms 1 through 2: O -0.7172; C -0.0523

Entry 6:
Density functional theory data (ωB97M-V with the def2-TZVPD basis set) for an isolated ion of composition C7H13O and charge -1 in a non-equilibrium geometry.

The value obtained for the strongest force on any atom is 0.03907 Eh/bohr. Its SMILES is C=CCCCCC[O-]. The energy is -9515.317 eV. The calculation puts the HOMO energy at -2.093 eV. The value obtained for the energy relative to the best compared isomer or geometry (same formula, charge and spin) is 1.098 eV. As for the charge: -1. The calculation puts the LUMO energy at 3.2688 eV.

Atoms and positions in Å:
H -1.168 1.891 -2.786
H -0.298 1.164 -0.037
C 0.724 -0.615 3.646
H -0.757 -0.136 2.428
C -0.615 -0.979 0.109
H 1.629 -1.097 4.030
H -1.841 0.592 -0.816
C -0.070 1.648 -2.851
H 1.116 -1.968 0.877
H -0.499 -1.655 -0.737
C 0.197 -0.680 2.426
H 1.080 0.299 -1.702
C 0.623 -1.009 1.037
H -0.339 -0.493 -2.575
C 0.022 0.327 -1.961
H 1.313 -0.168 0.880
O 0.362 1.445 -4.113
H 0.552 2.406 -2.341
H -1.506 -1.254 0.661
H 0.257 -0.105 4.476
C -0.782 0.388 -0.650

Results of the natural (NBO) charge analysis, in e, for atoms 1 through 2: H 0.0527; H 0.1796